Entry from the Open Molecules 2025 dataset: a cluster of 2 separate species, C11H20NO2 in total (ωB97M-V with the def2-TZVPD basis set).

LUMO level	-2.6	eV
net charge	+1
HOMO level	-10.797	eV
orbital gap	8.206	eV
energy	-17305.4807	eV
energy above the lowest of the compared OMol25 structures with the same formula, charge and spin	96.96	kcal per mole

Last column: natural (NBO) charge in e.
Cartesian coordinates (Å):
C -2.712 -3.026 2.642  -0.29
C -1.273 -2.805 2.597  -0.51
C -3.311 -1.932 2.227  0.14
C -1.129 -1.378 2.169  0.28
C -1.135 1.830 -2.743  -0.61
C -0.140 -0.492 -1.404  -0.40
C 3.028 0.279 -1.426  -0.42
C 2.093 1.829 0.265  -0.41
C 0.135 1.943 -1.906  -0.50
C -0.135 -0.587 1.632  -0.01
C 0.527 0.668 -1.224  0.22
N 1.901 0.603 -0.580  -0.41
O -2.466 -0.933 1.921  -0.49
O -0.171 0.701 1.128  -0.75
H -3.059 -3.895 3.160  0.24
H -0.774 -3.115 3.600  0.25
H -4.347 -1.740 2.226  0.21
H -1.932 1.173 -2.376  0.22
H -0.791 1.287 -3.705  0.22
H -1.506 2.928 -3.055  0.24
H -0.589 -3.451 2.006  0.25
H 0.113 -1.436 -0.987  0.22
H -1.119 -0.638 -1.830  0.24
H 3.176 -0.791 -1.673  0.25
H 2.917 0.783 -2.404  0.24
H 3.892 0.655 -0.814  0.23
H 2.651 1.508 1.121  0.23
H 2.558 2.626 -0.425  0.23
H 1.197 2.375 0.548  0.26
H -0.017 2.683 -1.151  0.21
H 0.877 2.281 -2.671  0.24
H 0.821 -1.016 1.839  0.18
H 1.719 -0.159 0.142  0.46
H -1.001 1.243 1.151  0.53